{"formula": "C4H6O2", "method": "ωB97M-V/def2-TZVPD", "symbols": ["C", "C", "C", "O", "O", "C", "H", "H", "H", "H", "H", "H"], "coordinates": [[1.80666, -0.72997, 0.05936], [0.56664, -0.21001, -0.12915], [0.59519, 1.25680, -0.19314], [-0.32080, 2.06146, -0.03747], [-0.50852, -0.98269, -0.35299], [-1.81038, -0.37359, 0.08409], [2.69573, -0.06926, 0.25407], [1.95366, -1.79604, 0.12518], [1.61467, 1.72717, -0.28345], [-2.30702, 0.29966, -0.71422], [-2.45298, -1.29003, 0.12068], [-1.83286, 0.10652, 1.06705]], "mulliken_charge": [-0.932, 0.840, -0.036, -0.487, -0.377, -0.628, 0.207, 0.307, 0.282, 0.269, 0.243, 0.311], "relative_energy_kcal_mol": 53.61, "homo_lumo_gap_ev": 9.68, "smiles": "C=C(C=O)OC", "total_energy_ev": -8338.13654}

{"formula": "C3H6N2O", "method": "ωB97M-V/def2-TZVPD", "symbols": ["C", "N", "C", "C", "N", "O", "H", "H", "H", "H", "H", "H"], "coordinates": [[-0.15231, 1.29434, 0.25404], [1.18619, -0.99617, -0.76242], [-0.40754, -0.13215, -0.05441], [-1.50777, -0.79496, -0.34222], [1.06983, -1.03674, 0.54338], [1.96410, -0.65904, 1.29117], [2.10166, -0.55598, -1.00195], [0.41467, 1.77501, -0.54566], [-1.11323, 1.80305, 0.35359], [0.40298, 1.40725, 1.18610], [-2.44714, -0.25439, -0.35280], [-1.51143, -1.85022, -0.56882]], "mulliken_charge": [-1.065, -0.489, 0.884, -0.875, 0.285, -0.526, 0.262, 0.267, 0.368, 0.322, 0.262, 0.305], "relative_energy_kcal_mol": 146.61, "homo_lumo_gap_ev": 8.88, "total_energy_ev": -8230.34115}